No. 1
Formula: C27H44O27
Source: the OMol25 dataset
Level of theory: ωB97M-V/def2-TZVPD

energy above the lowest of the compared OMol25 structures with the same formula, charge and spin	0.00	kcal/mol
orbital gap	10.58	eV
SMILES	COC(=O)OC.COC(=O)OC.COC(=O)OC.COC(=O)OC.O=C1OCCO1.O=C1OCCO1.O=C1OCCO1.O=C1OCCO1.O=C1OCCO1
LUMO level	-0.0010	Ha
M	800.62	g mol⁻¹

CARTESIAN COORDINATES (ANGSTROEM)
C1 4.9283 -0.7509 -2.1233
O1 4.8429 -2.1330 -1.8019
C2 3.6700 -2.7458 -1.6133
O2 2.5707 -2.2487 -1.5378
O3 3.9679 -3.9935 -1.3023
C3 2.8982 -4.7738 -0.7910
H1 4.4135 -0.1630 -1.3584
H2 4.4690 -0.5568 -3.0917
H3 5.9274 -0.3236 -2.1483
H4 2.6494 -4.4365 0.2185
H5 3.0830 -5.8426 -0.7293
H6 1.9537 -4.6930 -1.3327
C4 -0.8747 1.6186 -4.6239
O4 -1.3681 2.7326 -3.8761
C5 -2.1034 2.4802 -2.7989
O5 -2.5076 1.4024 -2.4742
O6 -2.2572 3.6225 -2.1396
C6 -3.3933 3.8136 -1.3377
H7 -0.0452 1.8197 -5.2976
H8 -1.6439 1.2099 -5.2789
H9 -0.5194 0.8728 -3.9153
H10 -3.2286 4.6819 -0.7031
H11 -3.5778 2.9700 -0.6671
H12 -4.2887 3.9945 -1.9371
C7 -2.1218 -2.0805 -8.3975
O7 -2.0614 -2.6010 -7.0980
C8 -1.0226 -2.2541 -6.3365
O8 -0.2774 -1.3368 -6.5162
O9 -0.9240 -3.1403 -5.3654
C9 -0.2608 -2.7724 -4.1778
H13 -1.5019 -1.2010 -8.5549
H14 -3.1523 -1.8209 -8.6614
H15 -1.9350 -2.8520 -9.1517
H16 -0.4038 -1.7210 -3.9338
H17 0.7901 -3.0597 -4.1344
H18 -0.6441 -3.3148 -3.3077
C10 -1.3943 1.3787 8.2167
O10 -1.9914 1.7082 6.9788
C11 -2.0446 0.7861 6.0478
O11 -1.6716 -0.3467 6.1555
O12 -2.5295 1.3902 4.9612
C12 -2.8568 0.6193 3.8219
H19 -1.3650 2.2849 8.8184
H20 -0.3954 0.9982 8.0281
H21 -1.9570 0.7027 8.8675
H22 -3.7864 1.0078 3.4084
H23 -3.0164 -0.4401 4.0256
H24 -2.1045 0.7053 3.0357
O13 1.3632 -4.3962 2.5110
C13 0.8313 -3.5158 3.1445
O14 1.2278 -2.2664 3.2983
C14 0.2906 -1.5675 4.1435
C15 -0.9236 -2.5054 4.2672
O15 -0.3187 -3.7449 3.8085
H25 0.8312 -1.3655 5.0670
H26 0.0664 -0.6358 3.6267
H27 -1.8506 -2.2439 3.7615
H28 -1.1497 -2.7361 5.3054
O16 2.2565 0.4053 -4.3497
C16 2.6516 1.3941 -3.8286
O17 3.8631 1.9755 -4.0595
C17 4.0534 3.0771 -3.1628
C18 2.6092 3.4469 -2.9257
O18 2.0457 2.1160 -2.8562
H29 4.5351 2.7527 -2.2421
H30 4.5350 3.9267 -3.6413
H31 2.1200 3.9670 -3.7480
H32 2.3817 3.7832 -1.9141
O19 -0.4134 2.5250 1.2658
C19 -0.1250 1.4927 0.7446
O20 -0.1346 0.3010 1.3602
C20 0.1134 -0.7178 0.4012
C21 0.8393 0.0782 -0.7064
O21 0.2431 1.3460 -0.5474
H33 0.8419 -1.4214 0.8046
H34 -0.7559 -1.2623 0.0396
H35 0.5092 -0.3179 -1.6697
H36 1.9257 0.0434 -0.7636
O22 -4.0192 -1.7728 2.5456
C22 -3.6556 -1.8237 1.4128
O23 -3.3641 -0.7466 0.6547
C23 -3.2974 -1.1386 -0.7034
C24 -3.1491 -2.6622 -0.6321
O24 -3.6437 -2.9567 0.6773
H37 -4.2688 -0.9174 -1.1569
H38 -2.5031 -0.6724 -1.2782
H39 -2.0733 -2.8728 -0.5985
H40 -3.6474 -3.2441 -1.3989
O25 1.1777 2.6800 7.4199
C25 1.4553 3.0751 6.3214
O26 0.6008 3.5000 5.3952
C26 1.2594 3.3801 4.1208
C27 2.7161 3.6375 4.5420
O27 2.7050 3.0301 5.8278
H41 1.0901 2.3648 3.7664
H42 0.9146 4.1282 3.4134
H43 2.9386 4.6969 4.6722
H44 3.3627 3.1833 3.7944

Atom charges from the Löwdin analysis, given in e for atoms 1 to 2: -0.03 0.02

---

No. 2
Formula: C27H45AsCrN3S4
Source: the OMol25 dataset
Level of theory: ωB97M-V/def2-TZVPD

net charge	+2
multiplicity	4
orbital gap (spin up / spin down)	6.13 / 6.62	eV
LUMO level (spin up / spin down)	-0.2250 / -0.2132	Ha
M	666.86	g mol⁻¹
expectation value of S²	3.82

CARTESIAN COORDINATES (ANGSTROEM)
Cr1 0.8755 0.0873 0.5698
C1 2.2426 -1.9861 3.1045
C2 0.9125 -1.4570 3.5762
S1 0.5044 0.2234 2.9449
C3 1.7884 1.3265 3.6763
C4 3.1126 1.3397 2.9507
S2 2.9003 1.3905 1.1203
C5 4.2603 0.2905 0.5847
C6 4.2165 -1.1068 1.1407
S3 2.4913 -1.7399 1.2755
H1 2.3053 -3.0798 3.1905
H2 3.0706 -1.5465 3.6663
H3 0.8408 -1.3978 4.6647
H4 0.0980 -2.1131 3.2404
H5 1.9036 1.0521 4.7344
H6 1.3231 2.3200 3.6646
H7 3.7259 0.4919 3.2732
H8 3.6964 2.2424 3.1623
H9 5.1763 0.8368 0.8400
H10 4.1789 0.2492 -0.5066
H11 4.7257 -1.1715 2.1091
H12 4.6996 -1.8328 0.4831
C7 0.2267 0.6035 -5.5603
N1 0.9801 0.5880 -4.2917
C8 0.5987 0.1034 -3.0836
S4 1.5436 0.6389 -1.7339
N2 -0.4439 -0.7374 -2.9298
C9 -0.9029 -1.7479 -3.8804
H13 0.2594 1.6104 -5.9918
H14 -0.8232 0.3495 -5.3914
H15 0.6781 -0.0930 -6.2675
H16 1.8299 1.1550 -4.2259
H17 -0.6105 -0.9000 -1.9274
H18 -0.2637 -1.8266 -4.7582
H19 -1.9164 -1.5007 -4.2135
H20 -0.9221 -2.7306 -3.4107
C10 1.2726 -5.2341 -0.6881
C11 0.2585 -5.0692 0.2657
C12 -0.2833 -3.8080 0.5190
C13 0.2007 -2.6793 -0.1836
C14 1.2148 -2.8471 -1.1500
C15 1.7453 -4.1112 -1.3811
N3 -0.3588 -1.4355 0.0988
C16 -1.7488 -1.3994 0.2874
C17 -2.5568 -2.1907 -0.5708
C18 -3.9435 -2.1771 -0.4260
C19 -4.5391 -1.4025 0.5768
C20 -3.7317 -0.6578 1.4471
C21 -2.3467 -0.6658 1.3154
H21 1.6922 -6.2182 -0.8811
H22 -0.1074 -5.9345 0.8230
H23 -1.0981 -3.7006 1.2411
H24 1.6046 -1.9611 -1.6551
H25 2.5507 -4.2154 -2.1051
H26 -2.1037 -2.8439 -1.3127
H27 -4.5738 -2.7790 -1.0802
H28 -5.6252 -1.3959 0.6848
H29 -4.1957 -0.0507 2.2324
H30 -1.7013 -0.1448 2.0285
C22 -2.9610 1.7151 -1.3629
C23 -1.6415 2.4501 -1.3222
As1 -0.5654 2.1584 0.3371
C24 0.7166 3.6853 0.1779
C25 0.1816 5.0984 0.2972
C26 -1.8624 2.7099 1.7646
C27 -2.6271 4.0115 1.5754
H31 -3.4885 1.8913 -2.3002
H32 -3.6238 2.0251 -0.5552
H33 -2.8374 0.6327 -1.2765
H34 -1.7412 3.5409 -1.3759
H35 -0.9404 2.1541 -2.1003
H36 1.1846 3.4471 -0.7869
H37 1.4373 3.4367 0.9593
H38 -0.7002 5.2902 -0.3214
H39 0.9521 5.8249 0.0092
H40 -0.1036 5.3296 1.3238
H41 -1.2543 2.6729 2.6729
H42 -2.5174 1.8366 1.8143
H43 -2.0403 4.8760 1.8764
H44 -3.5538 4.0319 2.1696
H45 -2.9219 4.1717 0.5381

Atom charges from the Löwdin analysis, given in e for atoms 1 to 2: -0.04 -0.39